(1)
{"formula": "FH3O3P", "method": "ωB97M-V/def2-TZVPD", "species": ["O", "O", "O", "F", "P", "H", "H", "H"], "coordinates": [[1.37733, -0.96633, 0.78525], [-0.45652, 0.60134, 1.07163], [-1.12130, -0.00684, -1.99406], [1.63205, 1.22203, -0.25516], [0.57729, 0.16664, 0.09843], [0.90714, -1.20077, 1.62570], [-1.31707, 1.01616, 0.84952], [-1.59893, -0.83223, -2.18131]], "mulliken_charge": [-0.34, -0.35, -0.38, -0.10, 0.97, 0.40, 0.43, 0.36], "total_charge": 1, "de_lowest_ev": 5.502, "fmax_ev_per_a": 3.7, "e_lumo_ev": [-8.11, -7.03], "e_homo_ha": [-0.644, -0.608]}

---

(2)
{"formula": "FH3OSi", "method": "ωB97M-V/def2-TZVPD", "species": ["F", "O", "Si", "H", "H", "H"], "coordinates": [[-2.02460, -0.38519, 0.01321], [-0.97204, 0.69279, -0.10187], [0.45810, -0.06873, -0.02686], [0.74170, -0.48714, 1.32560], [0.91371, -1.03059, -0.93743], [0.88313, 1.27885, -0.27266]], "mulliken_charge": [-0.24, -0.05, 0.57, -0.10, -0.10, -0.08], "de_lowest_ev": 6.448, "fmax_ev_per_a": 3.6, "e_lumo_ev": -0.15, "e_homo_ha": -0.434}

---

(3)
{"formula": "FH3P2", "method": "ωB97M-V/def2-TZVPD", "species": ["F", "P", "P", "H", "H", "H"], "coordinates": [[-2.02986, 0.47002, 0.01779], [-0.77877, -0.68212, 0.13460], [0.93243, 0.64708, 0.02495], [-0.74829, -0.92399, -1.27673], [1.65784, -0.41092, -0.25268], [0.96665, 0.89994, 1.35207]], "mulliken_charge": [-0.32, 0.22, -0.07, 0.06, 0.05, 0.06], "de_lowest_ev": 0.089, "fmax_ev_per_a": 4.0, "e_lumo_ev": 0.66, "e_homo_ha": -0.338}

---

(4)
{"formula": "FH3P2S2", "method": "ωB97M-V/def2-TZVPD", "species": ["F", "P", "P", "S", "S", "H", "H", "H"], "coordinates": [[-1.90100, 0.73318, -1.97492], [-1.32260, 0.13514, -0.26824], [0.21231, 1.74168, -0.03014], [-2.82840, 0.11155, 0.98371], [-0.39180, -1.81289, -0.69517], [-0.82616, 2.64262, -0.18648], [0.66096, 1.66005, -1.33595], [-0.52142, -1.73547, 0.66850]], "mulliken_charge": [-0.42, 0.54, -0.07, -0.29, -0.20, 0.12, 0.11, 0.20], "de_lowest_ev": 0.997, "fmax_ev_per_a": 3.9, "e_lumo_ev": -0.67, "e_homo_ha": -0.353}

---

(5)
{"formula": "FH4P3", "method": "ωB97M-V/def2-TZVPD", "species": ["F", "P", "P", "P", "H", "H", "H", "H"], "coordinates": [[-0.12532, 1.91276, -0.73593], [-0.05217, 0.92022, 0.56788], [1.73231, -0.19033, -0.21638], [-1.79364, -0.32796, -0.10489], [1.92855, -0.42027, 1.05874], [1.08522, -1.42395, -0.46761], [-0.95881, -1.09827, -1.06381], [-1.42077, -1.24880, 0.91841]], "mulliken_charge": [-0.28, 0.24, -0.06, -0.11, 0.06, 0.03, 0.04, 0.08], "de_lowest_ev": 0.000, "fmax_ev_per_a": 3.0, "e_lumo_ev": 0.32, "e_homo_ha": -0.343}

---

(6)
{"formula": "FHN2O3", "method": "ωB97M-V/def2-TZVPD", "species": ["N", "N", "O", "O", "O", "F", "H"], "coordinates": [[0.63264, -0.26033, -0.23534], [1.00331, -2.12711, 1.49535], [0.33369, -1.81930, 2.40868], [1.80302, -2.92779, 1.12465], [0.01495, -1.00493, -0.92425], [-1.18371, -1.76408, 0.17485], [0.24129, 0.53249, 0.24877]], "mulliken_charge": [0.06, 0.81, -0.34, -0.44, 0.04, -0.42, 0.28], "de_lowest_ev": 4.068, "fmax_ev_per_a": 3.0, "e_lumo_ev": [-2.47, -1.62], "e_homo_ha": [-0.361, -0.418]}

---

(7)
{"formula": "FHN2O3", "method": "ωB97M-V/def2-TZVPD", "species": ["N", "N", "O", "O", "O", "F", "H"], "coordinates": [[0.58215, 0.12335, 0.41182], [1.75947, -1.48920, -0.27426], [1.08187, -2.40196, -0.51349], [2.87091, -1.15882, -0.15448], [1.09859, 1.25046, 0.43860], [1.21819, 1.81909, -1.17850], [-0.22644, -0.07248, -0.14429]], "mulliken_charge": [-0.02, 0.91, -0.43, -0.39, -0.02, -0.37, 0.31], "de_lowest_ev": 3.829, "fmax_ev_per_a": 3.4, "e_lumo_ev": [-1.94, -1.71], "e_homo_ha": [-0.391, -0.374]}

---

(8)
{"formula": "FHN2O3", "method": "ωB97M-V/def2-TZVPD", "species": ["N", "N", "O", "O", "O", "F", "H"], "coordinates": [[0.37554, -0.04396, 0.23784], [-0.93271, -0.09437, 2.12106], [-1.92221, 0.54053, 2.05339], [-0.18760, -0.55122, 2.88739], [1.31128, -0.71432, 0.56570], [1.12205, -2.41485, 0.13413], [0.27609, 0.40619, -0.69299]], "mulliken_charge": [0.11, 0.89, -0.42, -0.37, -0.07, -0.40, 0.26], "de_lowest_ev": 4.104, "fmax_ev_per_a": 1.9, "e_lumo_ev": [-2.22, -1.50], "e_homo_ha": [-0.379, -0.386]}

---

(9)
{"formula": "FHNO3P", "method": "ωB97M-V/def2-TZVPD", "species": ["O", "P", "O", "O", "N", "F", "H"], "coordinates": [[1.04676, 1.47442, -0.52297], [-0.29904, 0.79013, -0.39812], [-1.22571, 1.43206, 0.61560], [-1.05759, 0.17711, -1.51935], [0.43806, -1.15537, 0.10430], [1.52109, -1.36907, 1.07838], [-0.42357, -1.34928, 0.64216]], "mulliken_charge": [-0.78, 0.87, -0.77, -0.75, -0.41, -0.32, 0.16], "total_charge": -2, "de_lowest_ev": 0.307, "fmax_ev_per_a": 2.0, "e_lumo_ev": 7.80, "e_homo_ha": 0.020}

---

(10)
{"formula": "FHOS", "method": "ωB97M-V/def2-TZVPD", "species": ["O", "F", "S", "H"], "coordinates": [[-1.38179, -1.52794, 0.39360], [1.93744, -0.51988, -1.79082], [0.04620, -1.28315, -0.13819], [-0.21001, 0.09302, -0.37751]], "mulliken_charge": [-0.29, -0.62, 0.63, 0.29], "de_lowest_ev": 3.765, "fmax_ev_per_a": 4.1, "e_lumo_ev": [-4.61, -4.61], "e_homo_ha": [-0.390, -0.391]}

---

(11)
{"formula": "FI2P", "method": "ωB97M-V/def2-TZVPD", "species": ["F", "P", "I", "I"], "coordinates": [[0.70669, 1.36689, 1.32121], [-0.73038, 0.27662, 0.12634], [0.19924, -1.95310, 0.82496], [-0.17556, 0.30960, -2.27250]], "mulliken_charge": [-0.49, 0.34, 0.07, 0.08], "de_lowest_ev": 1.716, "fmax_ev_per_a": 4.1, "e_lumo_ev": -1.94, "e_homo_ha": -0.374}

---

(12)
{"formula": "FIO3S", "method": "ωB97M-V/def2-TZVPD", "species": ["O", "O", "O", "F", "S", "I"], "coordinates": [[0.90280, 1.02034, 0.11459], [0.34832, -0.83224, -1.38732], [-0.12993, -0.95011, 1.03026], [-1.54107, 0.41887, -0.12060], [0.03537, -0.04995, -0.23567], [2.14029, -0.83019, 1.71797]], "mulliken_charge": [-0.58, -0.47, -0.53, -0.23, 1.32, 0.49], "s2": 2.01, "de_lowest_ev": 0.000, "multiplicity": 3, "fmax_ev_per_a": 4.5, "e_lumo_ev": [0.29, -4.27], "e_homo_ha": [-0.379, -0.406]}

---

- Number 5 is which compound?
  FH4P3